33
Properties=species:S:1:pos:R:3:forces:R:3:lowdin_charge:R:1 method="wB97M-V/def2-TZVPD" homo_lumo_gap_ev=7.74 smiles=Oc1ccccc1CNCCCn1cnn[nH+]1 e_tot_ev=-21155.5290 charge=+1 lumo_energy_ev=-4.381
O 1.409 -2.040 2.218 -0.05 0.16 0.22 0.0522
C 0.445 -2.066 1.245 -0.07 -0.64 -0.50 -0.3010
C 0.613 -2.856 0.117 0.79 -0.07 0.66 -0.0074
C -0.335 -2.844 -0.867 -0.21 -0.59 -1.50 -0.0862
C -1.471 -2.070 -0.787 -0.75 0.66 -0.03 -0.0883
C -1.652 -1.280 0.332 0.22 0.04 -0.04 -0.0702
C -0.693 -1.288 1.326 -0.53 1.17 1.64 -0.1922
C -0.877 -0.376 2.533 0.82 -0.78 0.10 -0.1448
N 0.097 0.741 2.459 -1.04 0.39 -0.24 -0.0320
C 0.030 1.449 1.177 0.28 0.73 0.32 -0.2383
C 1.221 1.111 0.262 -0.88 -0.92 -0.18 -0.1394
C 1.383 2.054 -0.929 1.02 -0.23 1.41 -0.0804
N 0.425 1.794 -2.009 0.70 0.30 -0.83 -0.0018
C 0.679 1.791 -3.319 -0.53 0.03 -0.30 -0.0302
N -0.446 1.550 -3.995 -0.03 -0.08 0.19 0.1028
N -1.402 1.388 -3.104 0.44 0.02 -0.44 0.1119
N -0.868 1.531 -1.942 -0.69 0.02 0.59 0.1016
H 1.331 -2.811 2.793 0.06 -0.01 -0.09 0.1276
H 1.515 -3.459 0.056 -0.15 -0.01 -0.14 0.1302
H -0.202 -3.445 -1.764 0.11 -0.04 0.20 0.1151
H -2.226 -2.033 -1.567 0.22 -0.30 -0.05 0.1095
H -2.512 -0.630 0.481 -0.09 -0.24 -0.19 0.1157
H -0.629 -0.954 3.432 -0.04 0.20 -0.08 0.1243
H -1.921 -0.054 2.658 0.14 0.08 -0.37 0.1235
H -0.229 1.419 3.141 0.40 -0.16 0.22 0.1129
H 0.091 2.526 1.403 0.00 -0.17 -0.11 0.1274
H -0.960 1.304 0.705 0.22 -0.05 -0.06 0.0862
H 2.108 1.070 0.900 0.02 0.36 -0.28 0.1395
H 1.110 0.090 -0.135 0.05 0.14 0.14 0.1138
H 2.374 1.885 -1.359 -0.27 0.01 -0.23 0.1407
H 1.383 3.091 -0.574 -0.53 0.02 -0.49 0.1440
H 1.631 1.977 -3.794 0.02 -0.02 0.29 0.1582
H -1.423 1.436 -1.093 0.35 -0.03 0.16 0.1749